(1)
ORCA calculation (ωB97M-V with the def2-TZVPD basis set) on the molecule C8H8F13NO3S at a distorted geometry.

Positions of all 34 atoms, in Å:
N: 6.3844 -1.8804 -0.2842
C: 6.0648 -0.4910 -0.8386
O: 5.8903 0.5345 0.2327
C: 4.5626 0.2868 0.8874
O: 4.5613 -0.6391 1.8495
O: 3.4259 1.1127 0.4546
C: 2.1312 0.4126 0.6395
C: 0.9378 1.3990 0.1019
C: -0.5350 1.1406 0.8236
F: -0.4742 0.2098 1.9834
F: -0.9151 2.4804 1.4102
C: -1.7230 0.7927 -0.2640
F: -1.1609 -0.1620 -1.2808
F: -2.0624 2.0609 -0.9456
C: -3.0433 0.0347 0.4309
F: -2.5925 -1.3524 0.6826
F: -3.3280 0.8241 1.6716
C: -4.3381 0.2030 -0.5440
F: -4.8901 1.5954 -0.3355
F: -3.9973 0.1220 -2.0103
S: -5.7618 -0.9625 -0.2609
F: -5.4255 -1.2099 1.3960
F: -6.7617 0.3858 0.2294
F: -6.2972 -0.6276 -1.8845
F: -4.9176 -2.3541 -0.7851
F: -7.1548 -1.9537 -0.0652
H: 7.2844 -2.2024 -0.7248
H: 5.6207 -2.5660 -0.5220
H: 6.9880 -0.1254 -1.4747
H: 5.1019 -0.5306 -1.5284
H: 2.1777 -0.5291 -0.0880
H: 2.0703 0.1228 1.7700
H: 0.8891 1.3564 -1.0800
H: 1.2878 2.5118 0.3534

**Frontier orbital gap**: 7.61 eV
**Energy**: -2286.17319 a.u.

=====

(2)
ORCA calculation (ωB97M-V with the def2-TZVPD basis set) on the molecule C8H8F2 at a distorted geometry.

Positions of all 18 atoms, in Å:
C: -0.7180 -1.7859 0.0464
C: 0.5982 -1.2643 -0.3460
C: -1.7202 -1.1432 0.6477
C: 0.9296 0.0302 -0.2292
C: -1.5058 0.3846 0.7918
C: -1.2214 1.1984 -0.4337
C: -0.0646 0.8325 0.4068
C: 2.3366 0.5038 -0.4129
F: -1.7871 2.4706 -0.3989
F: 0.4482 1.8106 1.2123
H: -0.6628 -2.8621 -0.0176
H: 1.2276 -1.9496 -0.8628
H: -2.6117 -1.5104 0.9104
H: -2.0298 0.9023 1.6154
H: -1.3288 0.8302 -1.4477
H: 2.4235 1.3529 -1.0471
H: 2.7246 -0.3326 -0.8974
H: 2.9618 0.5321 0.4625

**Frontier orbital gap**: 9.33 eV
**Energy above the lowest of the compared OMol25 structures with the same formula, charge and spin**: 37.95 kcal per mole
**Energy**: -509.27055 a.u.

=====

(3)
ORCA calculation (ωB97M-V with the def2-TZVPD basis set) on a cluster of 2 separate species, C8H8FN5O in total at a distorted geometry.

Positions of all 23 atoms, in Å:
C: 0.8070 1.6886 -0.4793
C: 2.0462 2.3072 -0.2588
C: 0.7546 0.3167 -0.3223
C: 1.9298 -0.3873 0.0976
C: 3.2195 0.3625 0.2916
C: -0.2651 -1.8241 -0.2052
C: -1.4531 -2.6774 -0.4419
C: -2.5874 1.2972 1.3566
N: 3.1421 1.7109 0.0827
N: 1.9277 -1.6640 0.3870
N: 0.8384 -2.3579 0.2159
N: -0.3872 -0.4718 -0.4675
N: -1.6068 -0.1038 -0.7866
O: 4.2346 -0.2062 0.6114
F: -1.6268 1.0398 -1.5730
H: -0.0349 2.2915 -0.7676
H: 2.1206 3.3798 -0.3843
H: -2.2274 -2.4726 0.2962
H: -1.1558 -3.7200 -0.3786
H: -1.8697 -2.4564 -1.4241
H: -2.2967 2.2437 0.9542
H: -3.5491 0.8949 1.1229
H: -1.9607 0.8085 2.0734

**Frontier orbital gap (spin up / spin down)**: 7.65 / 6.26 eV
**Energy above the lowest of the compared OMol25 structures with the same formula, charge and spin**: 37.71 kcal per mole
**Energy**: -758.26854 a.u.

=====

(4)
ORCA calculation (ωB97M-V with the def2-TZVPD basis set) on the ion C8H8I2N with charge +1 at a distorted geometry.

Positions of all 19 atoms, in Å:
C: 0.4733 -2.2952 -0.0941
C: -0.9507 -2.3805 -0.0324
C: 1.0946 -1.0510 -0.1012
C: -1.7232 -1.2727 -0.0971
C: 0.3536 0.1337 0.0181
C: -1.0819 0.0308 0.0389
C: 1.0086 1.3760 0.3968
C: -1.9058 1.1049 0.3222
N: 0.3075 2.6035 0.2086
I: 3.4409 1.3888 -0.1050
I: -3.8810 1.2204 -0.0936
H: 1.1570 -3.1519 -0.2115
H: -1.6086 -3.2706 -0.1076
H: 2.1726 -1.0689 -0.2126
H: -2.8496 -1.5437 -0.2842
H: 1.0625 1.4482 1.4337
H: -1.6655 1.9891 0.8272
H: 0.4480 3.3830 0.9090
H: 0.1541 2.9799 -0.7408

**Frontier orbital gap**: 5.95 eV
**Energy above the lowest of the compared OMol25 structures with the same formula, charge and spin**: 0.00 kcal per mole
**Total charge**: +1
**Energy**: -959.42778 a.u.

=====

(5)
ORCA calculation (ωB97M-V with the def2-TZVPD basis set) on the molecule C8H8N2O at a distorted geometry.

Positions of all 19 atoms, in Å:
C: 1.2829 -0.3013 0.0066
C: 1.9417 0.9499 0.0850
C: 1.2102 2.0567 0.0621
C: -0.2178 2.0184 -0.0839
C: -0.8065 0.7979 -0.1205
C: -2.2667 0.3784 -0.0112
C: -1.0171 -1.5488 0.0690
C: -0.1183 -0.3863 -0.0509
H: 1.5712 -2.2752 0.1171
H: 2.9897 -1.4435 0.0391
H: 3.0348 1.0410 -0.0080
H: 1.7209 3.1061 0.0527
H: -0.7335 2.9091 -0.1333
H: -3.1589 -1.4906 -0.1996
H: -0.9297 -2.4521 -0.6143
H: -0.8613 -2.0815 1.0273
N: 1.9542 -1.4340 -0.2190
N: -2.3249 -0.9709 0.0336
O: -3.2708 1.1266 -0.0517

**Frontier orbital gap**: 8.72 eV
**Energy above the lowest of the compared OMol25 structures with the same formula, charge and spin**: 19.87 kcal per mole
**Energy**: -494.40211 a.u.

=====

(6)
ORCA calculation (ωB97M-V with the def2-TZVPD basis set) on the molecule C8H8N2O at a distorted geometry.

Positions of all 19 atoms, in Å:
C: -1.0648 -1.6851 -2.9611
C: -0.4343 -0.9648 -2.2527
C: -1.8045 0.8111 1.8230
C: 0.0489 0.0577 2.6401
C: -1.0029 0.4566 0.8398
C: 1.3579 0.2284 -0.7558
C: 1.3602 -0.5372 0.5857
C: 0.1756 0.1567 -1.6370
N: -1.0998 0.5876 2.9438
N: 0.1307 -0.1160 1.3019
O: -0.1668 1.4171 -1.9570
H: -1.4098 -2.5026 -3.5207
H: -2.7141 1.4349 1.9569
H: 0.7560 -0.2120 3.3638
H: 1.3668 1.3404 -0.4483
H: 2.2160 -0.0724 -1.2853
H: 1.2065 -1.5823 0.3328
H: 2.2592 -0.3188 1.1744
H: -1.1807 1.5007 -2.1443

**Frontier orbital gap (spin up / spin down)**: 6.73 / 8.71 eV
**Energy above the lowest of the compared OMol25 structures with the same formula, charge and spin**: 176.64 kcal per mole
**Energy**: -494.15228 a.u.